Entry 1:
Below is a cluster of 2 separate species, C7H6BrFNO2 in total in a non-equilibrium geometry, with properties calculated with the ωB97M-V functional and the def2-TZVPD basis.

## Properties
orbital gap (alpha / beta) = 6.715 / 6.862 eV
DFT total energy = -3149.362014 Eh

Geometry as ORCA input:
```
! RIJCOSX wB97M-V def2-TZVPD def2/J DEFGRID3
* xyz -1 1
C -0.0915 -0.1748 0.2331
C 1.2784 -0.5629 0.0073
C -0.2817 0.4066 1.5989
C -1.0398 -2.5256 0.0906
C 2.0699 0.2056 0.9588
C -1.1239 -1.1393 -0.2069
C 1.0246 0.7426 1.9925
N -1.3971 0.7463 2.1612
O -1.1463 -3.4826 0.7947
O -0.9244 -2.1454 -1.1945
F 1.4808 1.3297 3.1958
Br 1.1731 3.4367 0.3879
H -0.3048 0.7697 -0.3496
H 1.6465 -0.8280 -0.9626
H 2.9641 -0.1150 1.4325
H 2.4978 1.0564 0.4518
H -2.1348 -0.5942 -0.2656
H -1.2725 0.9927 3.0726
*
```

---

Entry 2:
Below is a cluster of 2 separate species, C7H6BrNO2 in total in a non-equilibrium geometry, with properties calculated with the ωB97M-V functional and the def2-TZVPD basis.

## Properties
SMILES = C/C(C#N)=C/C=C/Br.O=C=O
orbital gap = 8.241 eV
DFT total energy = -3049.531701 Eh

Geometry as ORCA input:
```
! RIJCOSX wB97M-V def2-TZVPD def2/J DEFGRID3
* xyz 0 1
C 2.1041 0.0088 0.1999
C 0.6580 0.5089 0.1865
C 0.3952 0.7249 1.5832
N 0.0256 1.1674 2.5573
C -0.0485 0.6948 -0.9724
C -1.4049 1.0069 -0.9476
C -2.2948 1.2093 0.0228
Br -4.1624 1.2208 -0.3106
H 2.8684 0.5663 0.6681
H 2.0500 -0.9313 0.6474
H 2.5436 -0.0766 -0.7497
H 0.4869 0.7449 -1.9034
H -1.7017 1.1125 -2.0465
H -2.1200 1.2278 1.0927
O 1.1224 -3.7320 -0.1122
C 0.1861 -3.0664 -0.0019
O -0.7082 -2.3870 0.0865
*
```

---

Entry 3:
Below is a structure of composition C7H6Cl2 in a non-equilibrium geometry, with properties calculated with the ωB97M-V functional and the def2-TZVPD basis.

## Properties
orbital gap = 8.797 eV
DFT total energy = -1190.551541 Eh

Geometry as ORCA input:
```
! RIJCOSX wB97M-V def2-TZVPD def2/J DEFGRID3
* xyz 0 1
C -0.7990 0.9811 -0.0161
C 0.3507 1.5002 -0.4137
C -2.1536 -0.7136 1.0564
C -0.8960 -0.2826 0.6281
C 1.1686 -0.8740 -0.9329
C 1.4581 0.5049 -0.2300
C 1.0069 -0.6792 0.4704
Cl -3.6377 -0.0064 0.4970
Cl 1.9884 -1.4484 1.6994
H -1.5572 1.5808 -0.2356
H 0.5024 2.5850 -0.7942
H -2.3234 -1.6339 1.5595
H 0.3483 -0.8811 -1.6473
H 1.9727 -1.4591 -1.2112
H 2.5708 0.8262 -0.4300
*
```

---

Entry 4:
Below is a structure of composition C7H6Cl2GaN2O3Sc in a non-equilibrium geometry, with properties calculated with the ωB97M-V functional and the def2-TZVPD basis.

## Properties
orbital gap (alpha / beta) = 4.293 / 4.294 eV
DFT total energy = -4209.722041 Eh

Geometry as ORCA input:
```
! RIJCOSX wB97M-V def2-TZVPD def2/J DEFGRID3
* xyz 4 1
Sc 0.9665 -3.3557 -2.2917
Ga -0.5445 1.0549 -0.0088
Cl 2.7612 -3.3939 -3.6391
Cl -0.2568 -1.0389 0.2956
C -1.4613 0.7891 1.8148
C -0.2413 -1.8792 -3.3435
C -0.9709 -4.2304 -2.3955
O -1.8500 0.2846 2.7862
O -1.0598 -1.2214 -3.8672
O -2.1176 -4.4753 -2.4702
C 1.7942 0.5622 2.5181
C 2.0387 1.4799 1.3878
N 1.1844 1.8337 0.4172
C 1.8313 2.7888 -0.3636
C 3.0760 2.9844 0.1114
N 3.1817 2.1597 1.2221
H 2.7662 0.2645 2.9240
H 1.2449 1.0737 3.3157
H 1.2799 -0.3306 2.1748
H 1.3580 3.2459 -1.1743
H 3.8726 3.6313 -0.2264
H 3.9801 2.0899 1.8456
*
```

---

Entry 5:
Below is the molecule C7H6Cl2N2 in a non-equilibrium geometry, with properties calculated with the ωB97M-V functional and the def2-TZVPD basis.

## Properties
SMILES = C=c1nc[nH]/c1=C/C=C(Cl)Cl
orbital gap (alpha / beta) = 7.045 / 7.046 eV
DFT total energy = -1300.102866 Eh

Geometry as ORCA input:
```
! RIJCOSX wB97M-V def2-TZVPD def2/J DEFGRID3
* xyz 0 1
C 0.5165 1.3563 -1.4965
C -0.0747 0.9222 -0.3822
N -0.9222 1.7028 0.3493
C -0.9316 1.2516 1.5465
N -0.1058 0.0748 1.7363
C 0.3000 -0.2573 0.4421
C 0.8636 -1.3782 -0.1601
C 1.1611 -1.3232 -1.5513
C 0.2997 -0.8811 -2.5051
Cl 0.7089 -0.8859 -4.1179
Cl -1.3725 -0.4642 -2.2928
H 1.3217 0.6971 -1.8769
H 0.2327 2.3028 -1.8207
H -1.4632 1.7893 2.2710
H 0.0098 -0.3224 2.6734
H 1.0940 -2.2609 0.4496
H 2.0623 -1.8024 -1.9745
*
```

---

Entry 6:
Below is a structure of composition C7H6Cl2N2O3RuSc in a non-equilibrium geometry, with properties calculated with the ωB97M-V functional and the def2-TZVPD basis.

## Properties
⟨S²⟩ = 8.794
orbital gap (alpha / beta) = 6.932 / 4.641 eV
DFT total energy = -2379.625855 Eh

Geometry as ORCA input:
```
! RIJCOSX wB97M-V def2-TZVPD def2/J DEFGRID3
* xyz 4 6
Sc -2.3964 -2.4607 -0.3460
Ru -0.1714 -1.0720 0.4086
Cl -4.1524 -3.6940 -1.1344
Cl -0.1729 -3.4327 0.0280
C -0.3177 -0.7846 2.2034
C -2.0739 -0.4862 0.4817
C -2.8870 -2.8054 1.7349
O -0.5629 -0.3147 3.2618
O -2.6256 0.4914 0.9535
O -3.0714 -3.1561 2.8336
C 2.9883 0.2676 -0.9356
C 1.7374 1.0214 -0.8092
N 0.5387 0.7120 -0.3001
C -0.2992 1.8209 -0.4510
C 0.4286 2.8391 -0.9937
N 1.6827 2.3107 -1.1922
H 3.3031 0.1315 -1.9792
H 3.8392 0.8129 -0.5147
H 2.9126 -0.6697 -0.3897
H -1.2905 1.7866 -0.0316
H 0.1365 3.8459 -1.2498
H 2.4542 2.8359 -1.5783
*
```